{
  "formula": "C5H10N2O",
  "method": "wB97M-V/def2-TZVPD",
  "species": ["C", "C", "C", "C", "C", "N", "N", "O", "H", "H", "H", "H", "H", "H", "H", "H", "H", "H"],
  "xyz": [[-0.729, 0.223, -0.622], [-0.731, -1.234, -0.416], [1.626, -1.246, 0.026], [0.690, 0.900, -0.361], [-1.569, 0.917, 0.516], [0.416, -1.897, -0.096], [1.764, 0.035, -0.092], [2.842, 0.773, 0.200], [-1.264, 0.470, -1.504], [-1.775, -1.659, -0.541], [2.544, -1.934, 0.317], [0.878, 1.499, -1.343], [0.791, 1.599, 0.398], [-1.093, 0.856, 1.545], [-1.456, 2.006, 0.333], [-2.702, 0.748, 0.631], [0.528, -2.919, 0.261], [3.723, 0.261, 0.588]],
  "lowdin_spin": [0.0728, 0.4043, 0.3956, 0.0830, 0.0497, 0.1449, 0.4524, 0.2891, 0.0149, 0.0085, 0.0057, 0.0505, 0.0222, -0.0003, 0.0048, 0.0037, -0.0008, -0.0010],
  "spin_multiplicity": 3,
  "e_lumo_ev": [-9.04, -13.79],
  "gap_ha": [0.2996, 0.2517],
  "s2": 2.012,
  "homo_energy_ev": [-17.189, -20.642],
  "charge": 2
}

{
  "formula": "C5H10N2O2",
  "method": "wB97M-V/def2-TZVPD",
  "species": ["C", "C", "C", "C", "C", "N", "N", "O", "O", "H", "H", "H", "H", "H", "H", "H", "H", "H", "H"],
  "xyz": [[-0.850, 1.419, -0.169], [-0.172, -1.019, -1.452], [-0.219, -0.958, 1.723], [0.950, -0.465, 0.858], [0.583, 0.060, -0.527], [-2.065, 1.148, -0.129], [1.553, 0.819, -1.188], [-1.406, -1.089, -1.396], [0.552, -1.717, -2.076], [-0.379, 2.280, 0.274], [-0.814, 0.008, 1.780], [0.410, -1.229, 2.525], [-0.907, -1.642, 1.171], [1.838, -1.133, 0.694], [1.379, 0.376, 1.369], [-2.816, 1.811, -0.035], [-1.803, -0.414, -0.667], [2.321, 1.261, -0.602], [1.844, 0.484, -2.154]],
  "nbo_charge": [0.1313, 0.7775, -0.6314, -0.4328, 0.1135, -0.7278, -0.8745, -0.6729, -0.6091, 0.1453, 0.2142, 0.2313, 0.2211, 0.2233, 0.1915, 0.3783, 0.5216, 0.3840, 0.4156],
  "e_above_lowest_ev": 3.846,
  "e_lumo_ev": 0.86,
  "gap_ha": 0.3425,
  "homo_energy_ev": -8.464
}

{
  "formula": "C5H10N2O2",
  "method": "wB97M-V/def2-TZVPD",
  "species": ["C", "C", "N", "C", "C", "N", "C", "O", "O", "H", "H", "H", "H", "H", "H", "H", "H", "H", "H"],
  "xyz": [[1.101, 1.647, 0.172], [-1.312, 0.119, 1.268], [0.570, 1.386, -1.161], [-0.396, -0.566, 0.264], [0.891, 0.181, -0.093], [2.026, -0.595, -0.405], [-1.137, -0.744, -1.081], [-0.061, -1.860, 0.775], [-1.292, -1.865, -1.563], [-0.574, -2.492, 0.227], [-0.347, 1.826, -1.212], [2.308, -0.614, -1.378], [1.977, -1.533, -0.006], [-1.684, 0.124, -1.480], [0.457, 2.150, 0.887], [2.139, 1.977, 0.209], [-0.807, 0.250, 2.230], [-1.654, 1.097, 0.917], [-2.207, -0.489, 1.431]],
  "nbo_charge": [-0.2650, -0.6223, -0.6532, 0.1054, 0.2750, -0.8603, 0.4399, -0.7212, -0.5383, 0.4941, 0.3515, 0.3918, 0.4044, 0.1356, 0.1872, 0.2058, 0.2362, 0.2066, 0.2269],
  "e_above_lowest_ev": 3.203,
  "e_lumo_ev": 0.64,
  "gap_ha": 0.3506,
  "smiles": "C[C@@](O)(C=O)[C@]1(N)CN1",
  "homo_energy_ev": -8.897
}

{
  "formula": "C5H10N2O2",
  "method": "wB97M-V/def2-TZVPD",
  "species": ["C", "C", "C", "C", "C", "H", "H", "H", "H", "H", "H", "H", "H", "H", "H", "N", "N", "O", "O"],
  "xyz": [[-1.969, 0.314, 0.031], [0.329, -0.638, -0.483], [0.966, -0.757, 0.905], [2.125, 0.064, 0.382], [1.181, 0.597, -0.669], [-1.176, 1.832, -1.043], [-2.325, 2.309, 0.204], [-2.100, -1.877, 0.303], [0.720, -1.451, -1.074], [0.424, -0.198, 1.658], [1.162, -1.780, 1.223], [2.932, -0.525, -0.086], [2.619, 0.852, 1.056], [1.482, 0.739, -1.688], [0.807, 1.512, -0.230], [-1.640, 1.643, -0.108], [-1.101, -0.589, -0.602], [-2.851, -0.142, 0.741], [-1.583, -1.905, -0.521]],
  "nbo_charge": [0.7593, -0.0469, -0.4202, -0.3927, -0.4248, 0.4028, 0.4095, 0.4829, 0.2145, 0.2088, 0.2107, 0.2027, 0.2071, 0.2056, 0.2177, -0.8415, -0.1940, -0.6460, -0.5557],
  "e_above_lowest_ev": 3.016,
  "e_lumo_ev": 0.85,
  "gap_ha": 0.3601,
  "smiles": "NC(=O)N(O)C1CCC1",
  "homo_energy_ev": -8.948
}

{
  "formula": "C5H10N2O2",
  "method": "wB97M-V/def2-TZVPD",
  "species": ["C", "C", "N", "C", "C", "N", "C", "O", "O", "H", "H", "H", "H", "H", "H", "H", "H", "H", "H"],
  "xyz": [[-1.869, -1.525, 0.224], [1.795, 1.272, -1.520], [-0.715, -0.664, 0.418], [-0.775, 0.444, 1.357], [0.153, -0.391, -0.613], [0.363, 0.522, 2.144], [0.565, 0.898, -0.740], [0.653, -1.437, -1.317], [-1.834, 0.918, 1.699], [0.361, -2.270, -0.926], [0.332, 1.268, 2.817], [1.252, 0.370, 1.696], [-0.143, 1.701, -0.614], [-2.696, -1.109, 0.800], [-2.171, -1.562, -0.830], [-1.649, -2.534, 0.579], [1.543, 1.795, -2.447], [2.457, 1.918, -0.928], [2.378, 0.385, -1.798]],
  "nbo_charge": [-0.4305, -0.6340, -0.5068, 0.8112, 0.4898, -0.8284, -0.3952, -0.6722, -0.6091, 0.4847, 0.3943, 0.3970, 0.2224, 0.2471, 0.2035, 0.1926, 0.2111, 0.2044, 0.2180],
  "e_above_lowest_ev": 1.732,
  "e_lumo_ev": 0.62,
  "gap_ha": 0.3168,
  "smiles": "C/C=C(\\O)N(C)C(N)=O",
  "homo_energy_ev": -8.002
}

{
  "formula": "C5H10N2O2PS",
  "method": "wB97M-V/def2-TZVPD",
  "species": ["C", "C", "C", "C", "C", "N", "N", "O", "O", "P", "S", "H", "H", "H", "H", "H", "H", "H", "H", "H", "H"],
  "xyz": [[-1.224, -1.926, -0.040], [-0.613, -1.340, 1.025], [-1.024, 0.201, -0.469], [-2.146, -1.130, -2.214], [3.258, 0.946, 0.275], [-1.470, -0.947, -0.958], [-0.508, -0.007, 0.745], [-0.395, 2.479, 1.329], [2.002, 1.439, 0.084], [0.348, 1.156, 1.735], [0.489, 0.619, 3.574], [-1.490, -2.954, -0.188], [-0.261, -1.760, 1.948], [-1.057, 1.153, -0.963], [-3.171, -0.762, -2.148], [-1.633, -0.585, -3.007], [-2.168, -2.190, -2.462], [3.722, 1.285, 1.209], [3.857, 1.367, -0.547], [3.307, -0.149, 0.206], [0.177, 3.104, 0.866]],
  "nbo_charge": [-0.0337, -0.0287, 0.2857, -0.4197, -0.2586, -0.2691, -0.6202, -0.9731, -0.6797, 1.6745, -0.2957, 0.2591, 0.2737, 0.2565, 0.2402, 0.2421, 0.2440, 0.1783, 0.2132, 0.1590, 0.5521],
  "e_above_lowest_ev": 2.124,
  "e_lumo_ev": [-5.06, -5.06],
  "gap_ha": [0.2933, 0.2935],
  "homo_energy_ev": [-13.039, -13.048],
  "charge": 1
}

{
  "formula": "C5H10N2O3",
  "method": "wB97M-V/def2-TZVPD",
  "species": ["C", "C", "C", "N", "C", "C", "N", "O", "O", "O", "H", "H", "H", "H", "H", "H", "H", "H", "H", "H"],
  "xyz": [[-1.465, -0.113, 0.737], [1.332, -1.175, -1.463], [-1.695, 1.358, 0.991], [0.584, -0.180, -0.664], [-1.103, -0.728, -0.459], [0.806, -0.182, 0.853], [0.794, 1.124, -1.234], [1.153, -1.446, 1.239], [-1.440, -1.664, -1.118], [1.190, 0.827, 1.413], [1.550, -1.363, 2.117], [-2.092, -0.762, 1.343], [-0.105, 1.568, -1.380], [1.268, 1.694, -0.531], [0.866, -1.194, -2.446], [1.244, -2.154, -1.008], [2.366, -0.850, -1.560], [-1.354, 1.628, 1.994], [-1.147, 2.007, 0.314], [-2.752, 1.604, 0.863]],
  "nbo_charge": [-0.5363, -0.4056, -0.6076, -0.2670, 0.6881, 0.8867, -0.6451, -0.7078, -0.5375, -0.6624, 0.5061, 0.2310, 0.3629, 0.3882, 0.2265, 0.2359, 0.2142, 0.2241, 0.1940, 0.2117],
  "e_above_lowest_ev": 4.285,
  "e_lumo_ev": 0.57,
  "gap_ha": 0.3118,
  "smiles": "C/C=C(/[O-])[N@@+](C)(N)C(=O)O",
  "homo_energy_ev": -7.910
}

{
  "formula": "C5H10N2O3",
  "method": "wB97M-V/def2-TZVPD",
  "species": ["C", "C", "C", "C", "C", "N", "N", "O", "O", "O", "H", "H", "H", "H", "H", "H", "H", "H", "H", "H"],
  "xyz": [[-1.890, -0.398, -0.182], [-0.774, 1.717, -0.467], [0.397, -0.040, 0.309], [-0.442, -2.219, 0.250], [2.693, 0.202, -0.218], [-1.892, 0.954, -0.492], [-0.681, -0.827, 0.217], [-2.905, -1.043, -0.187], [-0.701, 2.654, 0.635], [1.416, -0.248, -0.612], [-0.116, 2.049, -1.181], [0.748, 0.327, 1.299], [0.691, -2.457, 0.470], [-1.106, -2.765, 1.062], [-0.616, -2.760, -0.726], [2.901, -0.129, 0.824], [2.901, 1.203, -0.308], [3.548, -0.293, -0.931], [-2.726, 1.333, -0.969], [-1.446, 2.742, 1.210]],
  "nbo_charge": [0.8080, 0.2585, 0.2918, -0.4144, -0.2455, -0.6879, -0.5319, -0.6143, -0.7515, -0.5348, 0.1782, 0.1706, 0.2171, 0.2159, 0.2124, 0.1730, 0.1759, 0.1895, 0.4095, 0.4800],
  "e_above_lowest_ev": 4.647,
  "e_lumo_ev": 0.78,
  "gap_ha": 0.3128,
  "homo_energy_ev": -7.727
}

{
  "formula": "C5H10N2O3S",
  "method": "wB97M-V/def2-TZVPD",
  "species": ["C", "C", "C", "C", "C", "N", "N", "O", "O", "O", "S", "H", "H", "H", "H", "H", "H", "H", "H", "H", "H"],
  "xyz": [[-1.919, -0.240, 1.116], [-1.571, 1.063, 1.011], [-0.324, -0.093, -0.369], [-1.306, -2.443, 0.035], [0.220, 2.224, -0.449], [-1.126, -0.970, 0.233], [-0.561, 1.116, 0.116], [1.672, -0.810, 0.832], [2.890, 1.358, 0.391], [2.509, -0.417, -1.534], [2.869, -0.183, 0.274], [-2.601, -0.753, 1.755], [-1.898, 1.992, 1.393], [0.411, -0.482, -1.031], [-0.415, -2.951, -0.105], [-1.772, -2.951, 0.896], [-1.793, -2.717, -0.916], [1.301, 2.141, 0.033], [0.426, 1.886, -1.499], [-0.200, 3.116, -0.207], [3.188, 0.114, -1.975]],
  "nbo_charge": [-0.0658, -0.0498, 0.2935, -0.4103, -0.4704, -0.2952, -0.2827, -1.0263, -1.0163, -1.0069, 1.6751, 0.2296, 0.2344, 0.2892, 0.2372, 0.2282, 0.2181, 0.3152, 0.2275, 0.2054, 0.4702],
  "e_above_lowest_ev": 3.203,
  "e_lumo_ev": 0.47,
  "gap_ha": 0.3118,
  "homo_energy_ev": -8.015
}

{
  "formula": "C5H10N2O4S2",
  "method": "wB97M-V/def2-TZVPD",
  "species": ["C", "C", "C", "C", "C", "N", "N", "O", "O", "O", "O", "S", "S", "H", "H", "H", "H", "H", "H", "H", "H", "H", "H"],
  "xyz": [[0.531, -4.086, 0.763], [-0.098, 3.208, -0.477], [0.516, -2.866, 1.240], [0.787, 3.118, 0.734], [-1.508, -0.077, 0.420], [1.552, -1.883, -0.865], [-0.472, 1.759, -2.794], [0.415, 2.438, 1.659], [0.935, 0.790, -0.921], [-0.942, -1.234, 0.110], [-1.508, 0.968, -0.643], [1.001, -1.331, 0.395], [-0.188, 1.560, -1.320], [0.004, -4.915, 1.287], [1.234, -4.191, -0.005], [-1.027, 3.480, -0.034], [0.212, 4.129, -1.071], [-0.039, -2.729, 2.173], [1.750, 3.555, 0.657], [-1.126, 0.499, 1.202], [-2.494, -0.311, 0.725], [1.625, -1.230, -1.631], [-1.389, 1.680, -3.139]],
  "nbo_charge": [-0.3490, -0.7780, -0.4029, 0.4351, 0.2194, -1.0570, -1.1672, -0.5108, -0.9643, -0.7101, -0.7712, 1.3106, 2.2977, 0.2186, 0.2219, 0.2667, 0.2520, 0.2131, 0.1274, 0.1595, 0.1769, 0.4055, 0.4059],
  "e_above_lowest_ev": 0.386,
  "e_lumo_ev": 0.18,
  "gap_ha": 0.3438,
  "homo_energy_ev": -9.177
}

{
  "formula": "C5H10N2S",
  "method": "wB97M-V/def2-TZVPD",
  "species": ["C", "C", "C", "C", "C", "H", "H", "H", "H", "H", "H", "H", "H", "H", "H", "N", "N", "S"],
  "xyz": [[1.812, -1.678, 0.647], [-1.211, -0.835, -0.162], [0.331, 1.013, -0.416], [1.743, 1.529, -0.418], [0.857, 1.769, 0.771], [2.358, -0.829, 1.030], [1.126, -2.080, 1.453], [2.543, -2.450, 0.378], [1.625, -1.091, -1.310], [-1.250, -1.914, -0.250], [-0.394, 1.503, -1.044], [1.944, 2.359, -1.097], [2.551, 0.813, -0.295], [1.024, 1.174, 1.669], [0.460, 2.752, 0.980], [1.020, -1.382, -0.553], [0.042, -0.395, -0.352], [-2.538, 0.088, 0.143]],
  "nbo_charge": [-0.4231, -0.0528, -0.0793, -0.4330, -0.4147, 0.1727, 0.2087, 0.2109, 0.3588, 0.2059, 0.2369, 0.2296, 0.2132, 0.2198, 0.2277, -0.4446, -0.2579, -0.1787],
  "e_above_lowest_ev": 2.418,
  "e_lumo_ev": 0.83,
  "gap_ha": 0.3308,
  "smiles": "CNN(C=S)C1CC1",
  "homo_energy_ev": -8.174
}

{
  "formula": "C5H10N2S",
  "method": "wB97M-V/def2-TZVPD",
  "species": ["C", "C", "C", "C", "C", "H", "H", "H", "H", "H", "H", "H", "H", "H", "H", "N", "N", "S"],
  "xyz": [[2.042, 1.589, -0.048], [1.507, 0.123, 0.395], [0.650, -1.690, -0.118], [0.029, -0.399, 0.618], [-3.753, 0.241, 0.037], [3.009, 1.505, -0.591], [1.478, 1.891, -1.007], [1.900, 2.558, 0.547], [2.066, -0.437, 1.263], [1.178, -0.498, -1.491], [0.987, -2.293, 0.808], [-0.047, -2.221, -0.842], [-0.356, -0.484, 1.684], [-4.760, -0.332, 0.253], [-3.980, 1.359, -0.202], [1.687, -0.969, -0.736], [-2.483, -0.491, -0.235], [-1.153, 0.549, -0.334]],
  "nbo_charge": [-0.6687, -0.0508, -0.2174, -0.4055, -0.1132, 0.2400, 0.2125, 0.2410, 0.2057, 0.3371, 0.1875, 0.2157, 0.2239, 0.1968, 0.1820, -0.6067, -0.5774, 0.3976],
  "e_above_lowest_ev": 5.316,
  "e_lumo_ev": -0.14,
  "gap_ha": 0.3026,
  "smiles": "C=NS[C@H]1CN[C@H]1C",
  "homo_energy_ev": -8.375
}

The records above yield total energy values of -10349.5172; -12419.6266; -12420.2700; -12420.4562; -12421.7404; -32539.2198; -14466.8666; -14466.5049; -25303.2163; -38181.3482; -19160.4878; -19157.5893 eV, respectively.